[1]
Molecular formula: C48H62N4NiO3P2SSi
Method: DFT, wB97M-V/def2-TZVPD

## Properties
HOMO-LUMO gap (alpha / beta), eV: 7.410 / 7.567
⟨S²⟩: 2.01
Highest occupied orbital energy (alpha / beta), eV: -7.063 / -7.231
Lowest unoccupied orbital energy (alpha / beta), eV: 0.3 / 0.3
DFT total energy, hartree: -5189.954988

```
! RIJCOSX wB97M-V def2-TZVPD def2/J DEFGRID3
* xyz 0 3
Ni -0.08858 0.04068 -0.14518
N 1.00840 2.35289 -2.32659
C 1.06599 2.76264 -1.00086
C 1.24334 4.12693 -0.75347
C 1.42118 4.54587 0.54639
C 1.40882 3.59990 1.56374
C 1.16450 2.28600 1.22983
N 0.99931 1.86599 -0.02929
C 0.89390 1.09472 -2.87912
C 1.32015 0.94506 -4.20790
C 1.21488 -0.27699 -4.82812
C 0.65598 -1.33327 -4.11778
C 0.25131 -1.09824 -2.82544
N 0.37765 0.07437 -2.18678
H 1.24734 3.07306 -2.98381
H 1.24745 4.83338 -1.57443
H 1.56440 5.59601 0.76439
H 1.57190 3.88017 2.59444
H 1.09066 1.51152 1.98162
H 1.74252 1.79489 -4.72929
H 1.56158 -0.41026 -5.84395
H 0.53752 -2.31455 -4.55425
H -0.21207 -1.88033 -2.24932
N 1.30537 -0.85039 0.95442
P 2.77310 -1.21961 0.67422
C 3.04498 -2.64383 -0.47224
C 2.20549 -3.72262 -0.18361
C 2.23078 -4.87119 -0.95769
C 3.06898 -4.93728 -2.06368
C 3.90243 -3.87163 -2.36239
C 3.90708 -2.73637 -1.56031
C 4.01124 0.03332 0.12137
C 4.71921 0.76309 1.07499
C 5.55845 1.79899 0.69437
C 5.70928 2.11523 -0.64809
C 5.00427 1.40030 -1.60505
C 4.15380 0.37569 -1.21984
C 3.57122 -1.85030 2.18967
C 4.82354 -2.45683 2.14825
C 5.39001 -2.95367 3.31144
C 4.70719 -2.84288 4.51621
C 3.46073 -2.23407 4.55968
C 2.88993 -1.74124 3.39394
H 1.52822 -3.63473 0.65946
H 1.58973 -5.70806 -0.71039
H 3.07415 -5.82078 -2.69058
H 4.56363 -3.92416 -3.21913
H 4.60525 -1.93985 -1.78002
H 4.61431 0.50700 2.12229
H 6.10403 2.35824 1.44435
H 6.37649 2.91362 -0.94810
H 5.13252 1.63983 -2.65527
H 3.60960 -0.17932 -1.97205
H 5.34825 -2.53355 1.20202
H 6.36038 -3.43379 3.28152
H 5.14915 -3.23656 5.42306
H 2.93456 -2.15112 5.50253
H 1.91274 -1.27155 3.38457
C -3.04994 -1.67588 -0.61516
P -1.39210 -1.98259 0.11916
C -1.69570 -1.97260 1.92724
C -1.43657 -3.79686 -0.26484
C -0.69963 -4.33906 -1.31349
C -0.91392 -5.64249 -1.74258
C -1.85941 -6.43653 -1.11497
C -2.56771 -5.92450 -0.03606
C -2.36078 -4.61981 0.37995
H -3.80565 -2.29687 -0.13326
H -3.00830 -1.92996 -1.67727
H -3.30622 -0.62978 -0.50169
H -2.71800 -2.25535 2.17542
H -1.50799 -0.95829 2.27342
H -0.98307 -2.64099 2.41060
H 0.07518 -3.75737 -1.79247
H -0.34175 -6.03445 -2.57515
H -2.03899 -7.44677 -1.45934
H -3.29144 -6.54665 0.47568
H -2.93478 -4.24216 1.21683
C -4.88932 5.31816 0.57012
C -3.96081 4.53663 -0.36176
C -4.27518 4.87680 -1.81600
C -2.50226 4.87805 -0.05644
O -4.21354 3.13075 -0.23559
Si -3.77880 2.02223 0.89058
S -1.79614 1.41621 0.59768
O -3.88595 2.77135 2.33803
C -3.91939 2.31060 3.68745
C -5.38028 2.19322 4.11870
C -3.19787 3.36688 4.51970
C -3.22238 0.95938 3.83557
O -4.83928 0.77970 0.78907
C -6.14111 0.66292 0.19827
C -6.01054 0.61699 -1.32764
C -7.04022 1.83047 0.60487
C -6.72627 -0.64831 0.71576
H -4.69502 6.38881 0.48318
H -4.71931 5.00215 1.59639
H -5.93334 5.12618 0.31407
H -4.10751 5.93890 -2.00158
H -5.31548 4.63721 -2.04209
H -3.63251 4.29224 -2.47639
H -2.31495 5.93167 -0.27423
H -1.83720 4.26026 -0.66017
H -2.27846 4.68322 0.99350
H -5.88398 3.15596 4.01725
H -5.44671 1.86299 5.15676
H -5.88460 1.46468 3.48303
H -3.69497 4.33258 4.41512
H -2.16898 3.46509 4.16991
H -3.19240 3.08345 5.57345
H -3.73682 0.20807 3.23265
H -3.22765 0.64583 4.88058
H -2.19159 1.03376 3.48708
H -5.38540 1.44715 -1.65713
H -6.99213 0.70183 -1.79638
H -5.55092 -0.31953 -1.64394
H -6.64568 2.75871 0.19444
H -7.08172 1.92098 1.69089
H -8.05129 1.67095 0.22717
H -5.99950 -1.45124 0.59047
H -7.62944 -0.90074 0.15776
H -6.97764 -0.56841 1.77503
*
```


[2]
Molecular formula: C48H64BCrN8O4PS
Method: DFT, wB97M-V/def2-TZVPD

## Properties
HOMO-LUMO gap (alpha / beta), eV: 7.637 / 7.635
⟨S²⟩: 3.83
Highest occupied orbital energy (alpha / beta), eV: -5.422 / -5.421
Lowest unoccupied orbital energy (alpha / beta), eV: 2.2 / 2.2
DFT total energy, hartree: -4415.522820

```
! RIJCOSX wB97M-V def2-TZVPD def2/J DEFGRID3
* xyz -1 4
Cr -0.10398 0.64586 0.06883
C -3.63031 -3.58139 -1.81633
C -2.33010 -2.87728 -2.03471
C -1.46115 -3.02970 -3.08929
C -0.40892 -2.12438 -2.85141
N -0.64544 -1.45137 -1.71886
N -1.81658 -1.92438 -1.23217
B -2.52165 -1.33318 0.00957
N -2.87930 0.14537 -0.26986
N -1.99694 1.14257 -0.59661
C -2.73332 2.20452 -0.99702
C -4.08710 1.85824 -0.89207
C -4.13701 0.57546 -0.42013
C -5.35728 -0.23250 -0.12803
C -2.39246 3.58963 -1.55365
C -3.28554 4.61545 -0.83300
C -2.77219 3.56588 -3.04622
C -0.96032 4.09250 -1.44797
N -1.80057 -1.54896 1.34315
N -0.69024 -0.87582 1.76137
C -0.50568 -1.20294 3.04105
C -1.49230 -2.12445 3.43629
C -2.29589 -2.30850 2.34358
C -3.52177 -3.15772 2.25306
C 0.47442 -0.62180 4.05292
C 1.14665 -1.77160 4.82448
C 1.55141 0.30206 3.46154
C -0.36701 0.18280 5.06464
C 0.72993 -1.91728 -3.84714
C 0.93911 -3.20777 -4.65452
C 0.27875 -0.81911 -4.82756
C 2.09578 -1.54411 -3.22831
H -3.77457 -4.30637 -2.61721
H -3.65822 -4.11207 -0.86445
H -4.47129 -2.88720 -1.82953
H -1.58128 -3.71547 -3.91038
H -3.55679 -1.91210 0.09144
H -4.93617 2.47841 -1.11963
H -6.23308 0.39968 -0.26788
H -5.44626 -1.09439 -0.79011
H -5.35671 -0.59736 0.89934
H -4.34770 4.39502 -0.94922
H -3.03540 4.63859 0.22655
H -3.10125 5.60247 -1.26596
H -3.80682 3.25165 -3.19573
H -2.65124 4.56814 -3.46680
H -2.12562 2.88057 -3.60208
H -0.53217 3.92597 -0.46110
H -0.33601 3.65078 -2.20115
H -0.96690 5.17054 -1.63339
H -1.62121 -2.57780 4.40421
H -3.65459 -3.67690 3.20204
H -4.41425 -2.56052 2.06333
H -3.44951 -3.90558 1.46258
H 1.82137 -2.35751 4.19451
H 1.73267 -1.35362 5.64661
H 0.41169 -2.45639 5.24948
H 1.57971 0.25521 2.37820
H 1.34502 1.34276 3.70544
H 2.54229 0.03792 3.84332
H -1.08188 -0.46118 5.58302
H 0.29728 0.63570 5.80645
H -0.90339 0.98191 4.55527
H 0.06493 -3.47190 -5.25096
H 1.77722 -3.06448 -5.34034
H 1.17758 -4.04858 -3.99873
H -0.67942 -1.07860 -5.28245
H 0.16352 0.13396 -4.30833
H 1.02133 -0.69358 -5.62110
H 2.82439 -2.34237 -3.39400
H 2.49135 -0.63732 -3.68966
H 2.05196 -1.39155 -2.15583
C 2.44370 3.84094 1.86665
C 3.75761 3.15883 2.12424
C 4.69074 3.81577 2.92767
C 5.93614 3.28136 3.21146
C 6.28047 2.05290 2.67212
C 5.36862 1.38556 1.86817
C 4.10296 1.90757 1.58662
P 2.95563 1.00083 0.43322
C 3.98963 -0.49727 0.10864
C 2.52287 -2.26490 1.41974
C 3.32017 -3.60119 1.44765
C 5.39669 -3.05296 -0.00461
C 5.42774 -2.15320 -0.98057
C 4.75887 -0.82863 -0.93873
C 5.10264 0.06871 -2.10428
C 3.03894 2.10197 -1.02645
C 4.12248 2.95485 -1.24891
C 4.18944 3.75420 -2.37302
C 3.15648 3.69678 -3.30192
C 2.06761 2.87878 -3.06906
C 1.95837 2.08530 -1.91580
C 0.75670 1.20251 -1.74240
H 2.53356 4.90848 2.06874
H 1.65848 3.43950 2.51164
H 2.09999 3.71068 0.84128
H 4.41775 4.78156 3.33779
H 6.63343 3.82798 3.83478
H 7.25459 1.61655 2.85663
H 5.67179 0.44418 1.43201
H 1.93688 -2.01030 2.29272
H 3.26940 -4.21589 2.34660
H 5.91537 -3.99972 -0.11580
H 5.98974 -2.37510 -1.88211
H 5.61751 -0.50283 -2.87739
H 5.77050 0.87195 -1.78660
H 4.23261 0.54077 -2.55383
H 4.93384 2.98407 -0.53181
H 5.03991 4.40623 -2.52972
H 3.19458 4.30102 -4.20066
H 1.26128 2.85368 -3.79296
H 1.02762 0.21350 -2.09192
H -0.05342 1.52619 -2.38891
O -1.98189 1.60284 2.20317
S -0.99899 2.67891 2.15006
O -1.51249 3.91429 1.57654
O 0.13419 2.16687 1.13945
O -0.30812 2.90234 3.41403
N 2.79003 -4.28952 0.28298
C 4.64393 -2.80118 1.25359
C 3.84390 -1.46304 1.27602
N 1.65143 -2.32654 0.25618
C 1.81069 -3.47749 -0.25956
H 2.70975 -5.28985 0.24523
H 5.29931 -2.91775 2.12086
H 4.03172 -0.90516 2.19708
H 1.23651 -3.83161 -1.10847
*
```


- DFT total energy of number 2 (C48H64BCrN8O4PS)?
  -4415.522820 hartree


- Which value of ⟨S²⟩ does entry 2 give?
  3.83


- Which of these has the highest ⟨S²⟩?
  C48H64BCrN8O4PS


- What is the formula in the second record?
  C48H64BCrN8O4PS